No. 1
Computed, not measured: a 2-piece molecular cluster, C3H3BrF2O overall, with the ωB97M-V functional and the def2-TZVPD basis.

LUMO level ... -0.143 eV
ΔE to the lowest compared entry with this formula, charge and spin ... 130.2 kcal/mol
Calculated total energy ... -2964.88068 Eh
HOMO energy ... -9.1201 eV

The geometry in ORCA input format:
```
! wB97M-V def2-TZVPD RIJCOSX def2/J DEFGRID3
* xyz 0 1
C -1.14 0.31 0.48
C -1.44 -2.33 -0.81
C 1.08 1.24 0.45
O 0.05 0.23 0.60
F -1.64 1.54 0.03
F -0.89 -1.86 -1.87
Br -0.14 -3.27 0.17
H 1.92 1.17 1.10
H 0.61 2.17 0.24
H 1.60 0.80 -0.39
*
```

Calculated atomic charges, method natural (NBO), unit e: atom 1 (C): 0.57, atom 2 (C): 0.29, atom 3 (C): -0.31, atom 4 (O): -0.48, atom 5 (F): -0.40, atom 6 (F): -0.33, atom 7 (Br): -0.01, atom 8 (H): 0.22, atom 9 (H): 0.22, atom 10 (H): 0.21

---

No. 2
Computed, not measured: a 13-piece molecular cluster, H26O13 overall, with the ωB97M-V functional and the def2-TZVPD basis.

LUMO level ... -0.407 eV
ΔE to the lowest compared entry with this formula, charge and spin ... 43.9 kcal/mol
Calculated total energy ... -993.70334 Eh
HOMO energy ... -10.4251 eV

The geometry in ORCA input format:
```
! wB97M-V def2-TZVPD RIJCOSX def2/J DEFGRID3
* xyz 0 1
O -9.03 -10.95 -18.80
H -9.95 -10.84 -19.06
H -9.01 -10.67 -17.89
O -13.06 -10.37 -15.22
H -12.58 -10.42 -16.05
H -13.97 -10.50 -15.52
O -8.65 -14.36 -14.64
H -8.80 -13.98 -15.50
H -8.57 -15.35 -14.67
O -12.53 -7.32 -15.73
H -12.63 -6.86 -14.86
H -11.87 -8.02 -15.61
O -8.92 -6.76 -14.73
H -9.17 -7.24 -15.55
H -9.69 -6.30 -14.44
O -11.21 -12.31 -14.95
H -10.68 -12.18 -14.17
H -12.06 -11.94 -14.73
O -9.86 -7.78 -17.13
H -9.27 -8.31 -17.65
H -10.74 -7.76 -17.57
O -6.80 -12.15 -16.52
H -6.64 -12.63 -15.68
H -7.60 -12.60 -16.83
O -9.23 -13.48 -17.20
H -8.96 -14.09 -17.88
H -9.64 -12.78 -17.73
O -7.70 -9.70 -14.42
H -8.30 -9.89 -15.12
H -7.89 -8.81 -14.06
O -9.40 -10.52 -16.23
H -9.79 -11.31 -15.75
H -10.11 -9.93 -16.10
O -9.11 -11.54 -12.92
H -9.19 -10.89 -12.22
H -8.60 -11.04 -13.55
O -10.91 -8.81 -13.95
H -11.45 -9.55 -13.68
H -10.94 -8.27 -13.20
*
```

Calculated atomic charges, method natural (NBO), unit e: atom 1 (O): -0.96, atom 2 (H): 0.45, atom 3 (H): 0.49, atom 4 (O): -0.95, atom 5 (H): 0.47, atom 6 (H): 0.49, atom 7 (O): -0.97, atom 8 (H): 0.49, atom 9 (H): 0.47, atom 10 (O): -0.97, atom 11 (H): 0.47, atom 12 (H): 0.49, atom 13 (O): -0.97, atom 14 (H): 0.50, atom 15 (H): 0.46, atom 16 (O): -0.99, atom 17 (H): 0.50, atom 18 (H): 0.49, atom 19 (O): -0.97, atom 20 (H): 0.49, atom 21 (H): 0.50, atom 22 (O): -0.96, atom 23 (H): 0.47, atom 24 (H): 0.47, atom 25 (O): -0.96, atom 26 (H): 0.49, atom 27 (H): 0.50, atom 28 (O): -0.98, atom 29 (H): 0.49, atom 30 (H): 0.49, atom 31 (O): -0.97, atom 32 (H): 0.52, atom 33 (H): 0.48, atom 34 (O): -0.97, atom 35 (H): 0.46, atom 36 (H): 0.49, atom 37 (O): -0.95, atom 38 (H): 0.48, atom 39 (H): 0.47

---

No. 3
Computed, not measured: C25H48Cl3CoN4O3SSi as an isolated structure, with the ωB97M-V functional and the def2-TZVPD basis.

LUMO level (spin up / spin down) ... 2.189 / 1.579 eV
<S²> ... 3.8217
ΔE to the lowest compared entry with this formula, charge and spin ... 25.5 kcal/mol
Calculated total energy ... -4877.22265 Eh
HOMO energy (spin up / spin down) ... -2.1243 / -1.2485 eV

The geometry in ORCA input format:
```
! wB97M-V def2-TZVPD RIJCOSX def2/J DEFGRID3
* xyz -1 4
C 2.49 -2.40 -3.81
C 1.93 -1.60 -4.94
H 2.17 -3.45 -3.88
H 2.13 -2.01 -2.84
H 3.59 -2.40 -3.81
C 1.81 -2.10 -6.18
C 2.25 -3.46 -6.58
H 1.34 -1.50 -6.96
H 1.80 -4.23 -5.95
H 3.34 -3.59 -6.53
H 1.95 -3.66 -7.61
Co 0.63 -0.01 0.30
Cl 1.90 0.40 2.04
Cl 1.63 -1.86 -0.46
C 0.28 2.83 0.43
O -0.22 1.69 0.21
N -0.47 3.92 0.37
C -1.92 3.81 0.22
C 0.16 5.25 0.29
H 1.34 2.96 0.70
H -2.34 3.14 0.99
H -2.20 3.44 -0.77
H -2.33 4.82 0.36
H 1.05 5.27 0.93
H -0.57 5.99 0.62
H 0.47 5.47 -0.75
H 0.06 -4.64 2.38
H -0.57 -3.16 -0.47
C -0.99 -4.27 2.43
C -1.46 -3.38 0.14
N -1.21 -3.13 1.56
H -1.19 -3.98 3.47
C -1.02 -1.88 2.00
O -0.99 -0.87 1.26
H -2.30 -2.77 -0.22
H -0.87 -1.81 3.09
H -1.66 -5.08 2.12
H -1.72 -4.44 0.06
O 0.34 -0.38 -3.66
C 1.42 -0.21 -4.57
C -0.10 0.39 -6.51
C 1.03 0.67 -5.74
H -0.69 -0.51 -6.27
C -0.46 1.23 -7.57
H 2.24 0.25 -4.00
C 1.81 1.80 -6.02
H -1.35 0.99 -8.15
C 0.34 2.34 -7.88
C 1.47 2.62 -7.10
H 2.68 1.99 -5.39
H 0.09 2.94 -8.75
H 2.11 3.46 -7.35
Si -1.00 0.54 -3.17
Cl 0.43 -1.90 4.95
C -2.51 0.17 -4.21
C -0.56 2.35 -3.17
C -1.21 -0.34 -1.56
H -2.49 0.54 -5.24
H -3.37 0.63 -3.70
H -2.69 -0.92 -4.26
H -1.52 -1.38 -1.74
H -1.86 0.14 -0.82
H -0.12 -0.41 -1.27
H -0.38 2.77 -4.18
H 0.34 2.53 -2.57
H -1.40 2.92 -2.73
C 2.41 0.20 7.09
N 1.15 0.03 7.85
C 1.24 -0.75 9.09
C -0.02 0.04 7.16
S -0.02 0.27 5.46
N -1.17 -0.24 7.84
C -1.45 0.54 9.06
C -2.38 -0.59 7.08
H 3.22 0.28 7.83
H 2.35 1.12 6.49
H 2.59 -0.65 6.42
H 1.31 -0.08 9.96
H 0.37 -1.41 9.20
H 2.15 -1.37 9.08
H -2.13 1.38 8.84
H -1.93 -0.12 9.79
H -0.52 0.93 9.49
H -2.82 0.29 6.57
H -2.12 -1.35 6.33
H -3.11 -1.02 7.79
*
```

Calculated atomic charges, method Mulliken, unit e: atom 1 (C): -0.82, atom 2 (C): 0.21, atom 3 (H): 0.37, atom 4 (H): -0.23, atom 5 (H): 0.30, atom 6 (C): 0.12, atom 7 (C): -1.47, atom 8 (H): 0.31, atom 9 (H): 0.32, atom 10 (H): 0.30, atom 11 (H): 0.38, atom 12 (Co): -0.20, atom 13 (Cl): -0.64, atom 14 (Cl): -0.69, atom 15 (C): -0.07, atom 16 (O): -0.38, atom 17 (N): 0.30, atom 18 (C): -0.77, atom 19 (C): -0.92, atom 20 (H): 0.40, atom 21 (H): 0.24, atom 22 (H): 0.16, atom 23 (H): 0.35, atom 24 (H): 0.33, atom 25 (H): 0.29, atom 26 (H): 0.28, atom 27 (H): 0.27, atom 28 (H): 0.12, atom 29 (C): -0.89, atom 30 (C): -0.72, atom 31 (N): 0.29, atom 32 (H): 0.29, atom 33 (C): 0.79, atom 34 (O): -0.54, atom 35 (H): 0.26, atom 36 (H): -0.58, atom 37 (H): 0.33, atom 38 (H): 0.39, atom 39 (O): -0.23, atom 40 (C): 0.18, atom 41 (C): -0.14, atom 42 (C): 0.26, atom 43 (H): 0.81, atom 44 (C): -1.03, atom 45 (H): 0.26, atom 46 (C): -0.40, atom 47 (H): 0.37, atom 48 (C): -0.46, atom 49 (C): -0.62, atom 50 (H): 0.38, atom 51 (H): 0.37, atom 52 (H): 0.38, atom 53 (Si): 0.15, atom 54 (Cl): -0.33, atom 55 (C): -1.23, atom 56 (C): -0.77, atom 57 (C): -0.33, atom 58 (H): 0.35, atom 59 (H): 0.41, atom 60 (H): 0.30, atom 61 (H): -0.06, atom 62 (H): 0.63, atom 63 (H): 0.18, atom 64 (H): 0.37, atom 65 (H): 0.20, atom 66 (H): 0.24, atom 67 (C): -1.12, atom 68 (N): 0.18, atom 69 (C): -1.20, atom 70 (C): 0.01, atom 71 (S): -0.01, atom 72 (N): 0.15, atom 73 (C): -1.10, atom 74 (C): -0.85, atom 75 (H): 0.43, atom 76 (H): 0.39, atom 77 (H): 0.37, atom 78 (H): 0.29, atom 79 (H): 0.38, atom 80 (H): 0.45, atom 81 (H): 0.35, atom 82 (H): 0.31, atom 83 (H): 0.36, atom 84 (H): 0.35, atom 85 (H): 0.25, atom 86 (H): 0.29

---

No. 4
Computed, not measured: one molecule with the formula C6H9ClO, with the ωB97M-V functional and the def2-TZVPD basis.

LUMO level ... 0.980 eV
SMILES ... Cl[C@]12CCCC[C@H]1O2
ΔE to the lowest compared entry with this formula, charge and spin ... 22.3 kcal/mol
Calculated total energy ... -769.40902 Eh
HOMO energy ... -9.8585 eV

The geometry in ORCA input format:
```
! wB97M-V def2-TZVPD RIJCOSX def2/J DEFGRID3
* xyz 0 1
Cl -1.10 -1.26 2.84
O -1.81 -0.87 0.18
C 0.17 1.97 0.43
C 1.03 0.83 1.02
C -1.09 1.45 -0.25
C 0.59 -0.60 0.68
C -1.78 0.44 0.66
C -0.84 -0.67 1.18
H -0.10 2.67 1.25
H 0.76 2.53 -0.33
H 1.04 0.93 2.13
H 2.10 0.93 0.69
H -0.84 1.06 -1.21
H -1.79 2.24 -0.49
H 0.71 -0.76 -0.38
H 1.22 -1.33 1.17
H -2.66 0.77 1.21
*
```

Calculated atomic charges, method natural (NBO), unit e: atom 1 (Cl): -0.03, atom 2 (O): -0.48, atom 3 (C): -0.40, atom 4 (C): -0.39, atom 5 (C): -0.45, atom 6 (C): -0.46, atom 7 (C): 0.06, atom 8 (C): 0.22, atom 9 (H): 0.21, atom 10 (H): 0.21, atom 11 (H): 0.21, atom 12 (H): 0.21, atom 13 (H): 0.22, atom 14 (H): 0.22, atom 15 (H): 0.23, atom 16 (H): 0.23, atom 17 (H): 0.20

---

No. 5
Computed, not measured: C44H37N4OP2RuS2 as an isolated structure, with the ωB97M-V functional and the def2-TZVPD basis.

LUMO level ... -10.005 eV
Calculated total energy ... -3566.03339 Eh
HOMO energy ... -14.9274 eV

The geometry in ORCA input format:
```
! wB97M-V def2-TZVPD RIJCOSX def2/J DEFGRID3
* xyz 3 1
Ru -0.49 -0.58 0.75
C 1.74 1.78 3.16
C 1.04 1.52 1.87
N -0.31 1.27 1.78
N -1.06 1.27 2.99
C -1.20 0.01 3.63
N -1.49 0.10 4.93
S -1.13 -1.45 2.83
C 1.68 1.40 0.68
C 3.87 1.66 -0.57
C 4.52 1.10 -1.70
C 3.71 0.34 -2.47
C 2.33 0.03 -2.05
N 0.99 0.67 -0.42
H 1.70 0.88 3.78
H 1.25 2.59 3.71
H 2.78 2.05 3.01
H -1.26 0.93 5.45
H -1.67 -0.74 5.47
H 4.65 3.64 -0.73
H 5.45 1.51 -2.07
H 4.04 0.06 -3.47
H 1.89 -0.76 -2.66
O -1.31 -3.63 0.73
S -1.26 -2.44 -0.14
C -0.23 -2.92 -1.51
C -0.65 -3.58 -2.65
C 0.31 -4.11 -3.50
C 1.66 -4.02 -3.18
C 2.07 -3.35 -2.03
C 1.13 -2.77 -1.19
P 1.62 -1.77 0.28
C 2.20 -0.23 -0.55
C 1.27 1.20 -1.83
C 1.68 2.64 -1.97
C 2.63 3.40 -1.41
C 3.77 3.10 -0.40
C 3.01 0.81 0.29
C 3.03 -2.58 1.03
C 2.78 -3.45 2.09
C 3.83 -4.13 2.68
C 5.13 -3.94 2.22
C 5.38 -3.07 1.17
C 4.33 -2.39 0.57
C -2.95 -2.15 -0.64
C -3.71 -3.22 -1.07
C -5.08 -3.06 -1.26
C -5.68 -1.83 -0.99
C -4.92 -0.77 -0.53
C -3.55 -0.91 -0.34
P -2.39 0.38 0.18
C -3.06 1.59 1.43
C -4.12 2.40 1.11
C -4.46 3.52 1.89
C -3.71 3.92 3.00
C -2.65 3.14 3.37
C -2.40 1.83 2.75
C -2.30 1.52 -1.23
C -1.71 2.78 -1.06
C -1.63 3.66 -2.13
C -2.10 3.28 -3.38
C -2.66 2.02 -3.56
C -2.77 1.15 -2.49
H -1.70 -3.69 -2.88
H 0.01 -4.63 -4.40
H 2.40 -4.48 -3.83
H 3.12 -3.30 -1.78
H 0.38 1.05 -2.44
H 1.08 3.17 -2.69
H 2.70 4.43 -1.75
H 3.47 3.40 0.60
H 3.67 0.42 1.08
H 1.77 -3.60 2.44
H 3.64 -4.82 3.50
H 5.95 -4.47 2.68
H 6.39 -2.93 0.81
H 4.53 -1.72 -0.27
H -3.26 -4.20 -1.20
H -5.68 -3.89 -1.60
H -6.74 -1.71 -1.12
H -5.41 0.17 -0.31
H -4.66 2.24 0.18
H -5.31 4.12 1.59
H -3.95 4.84 3.52
H -2.04 3.39 4.23
H -3.13 1.28 3.41
H -1.31 3.07 -0.09
H -1.20 4.64 -1.98
H -2.04 3.97 -4.21
H -3.03 1.73 -4.53
H -3.23 0.18 -2.64
*
```

Calculated atomic charges, method Mulliken, unit e: atom 1 (Ru): -0.24, atom 2 (C): -1.75, atom 3 (C): 0.90, atom 4 (N): 0.57, atom 5 (N): -0.20, atom 6 (C): 0.13, atom 7 (N): -0.30, atom 8 (S): -0.41, atom 9 (C): -1.04, atom 10 (C): -0.14, atom 11 (C): -1.27, atom 12 (C): -1.26, atom 13 (C): 1.64, atom 14 (N): 0.55, atom 15 (H): 0.32, atom 16 (H): 0.32, atom 17 (H): 0.52, atom 18 (H): 0.26, atom 19 (H): 0.26, atom 20 (H): 0.61, atom 21 (H): 0.65, atom 22 (H): 0.55, atom 23 (H): 1.11, atom 24 (O): -0.79, atom 25 (S): 1.46, atom 26 (C): 0.80, atom 27 (C): -0.67, atom 28 (C): -0.96, atom 29 (C): -0.90, atom 30 (C): -0.29, atom 31 (C): -0.32, atom 32 (P): 1.30, atom 33 (C): -1.50, atom 34 (C): -0.49, atom 35 (C): -1.05, atom 36 (C): -1.18, atom 37 (C): -0.88, atom 38 (C): 0.24, atom 39 (C): 0.81, atom 40 (C): -0.63, atom 41 (C): -0.79, atom 42 (C): -0.63, atom 43 (C): -0.90, atom 44 (C): -0.20, atom 45 (C): -0.52, atom 46 (C): -0.48, atom 47 (C): -1.03, atom 48 (C): -0.80, atom 49 (C): -0.58, atom 50 (C): -0.17, atom 51 (P): 3.92, atom 52 (C): 0.00, atom 53 (C): -0.95, atom 54 (C): -0.54, atom 55 (C): -0.95, atom 56 (C): -0.76, atom 57 (C): 0.63, atom 58 (C): 0.07, atom 59 (C): 0.04, atom 60 (C): -0.90, atom 61 (C): -0.72, atom 62 (C): -0.85, atom 63 (C): -0.68, atom 64 (H): 0.57, atom 65 (H): 0.45, atom 66 (H): 0.48, atom 67 (H): 0.56, atom 68 (H): 0.85, atom 69 (H): 0.72, atom 70 (H): 0.53, atom 71 (H): 0.29, atom 72 (H): 0.92, atom 73 (H): 0.46, atom 74 (H): 0.45, atom 75 (H): 0.43, atom 76 (H): 0.47, atom 77 (H): 0.35, atom 78 (H): 0.73, atom 79 (H): 0.45, atom 80 (H): 0.49, atom 81 (H): 0.33, atom 82 (H): 0.42, atom 83 (H): 0.47, atom 84 (H): 0.51, atom 85 (H): 0.49, atom 86 (H): 0.41, atom 87 (H): 0.32, atom 88 (H): 0.51, atom 89 (H): 0.48, atom 90 (H): 0.50, atom 91 (H): 0.39

---

No. 6
Computed, not measured: one molecule with the formula C5H8N2, with the ωB97M-V functional and the def2-TZVPD basis.

LUMO level (spin up / spin down) ... 0.888 / 0.994 eV
ΔE to the lowest compared entry with this formula, charge and spin ... 87.2 kcal/mol
Calculated total energy ... -304.69650 Eh
HOMO energy (spin up / spin down) ... -6.2746 / -6.4308 eV

The geometry in ORCA input format:
```
! wB97M-V def2-TZVPD RIJCOSX def2/J DEFGRID3
* xyz 0 1
C 1.84 0.03 -0.04
N 0.62 -0.28 -0.48
C 0.04 0.41 -1.60
C -1.13 0.89 -1.19
C -1.28 0.46 0.25
C -0.40 -0.76 0.30
N 0.02 -1.20 1.59
H 2.05 -0.21 0.99
H 2.54 0.51 -0.69
H -0.64 1.19 0.81
H 0.59 0.50 -2.52
H -1.81 1.51 -1.75
H -2.28 0.43 0.69
H 0.62 -2.02 1.50
H -0.78 -1.46 2.15
*
```

Calculated atomic charges, method natural (NBO), unit e: atom 1 (C): -0.35, atom 2 (N): -0.29, atom 3 (C): -0.04, atom 4 (C): -0.17, atom 5 (C): -0.48, atom 6 (C): 0.15, atom 7 (N): -0.85, atom 8 (H): 0.21, atom 9 (H): 0.19, atom 10 (H): 0.21, atom 11 (H): 0.22, atom 12 (H): 0.23, atom 13 (H): 0.22, atom 14 (H): 0.37, atom 15 (H): 0.38

---

No. 7
Computed, not measured: a 2-piece molecular cluster, C7H14O overall, with the ωB97M-V functional and the def2-TZVPD basis.

LUMO level ... 0.788 eV
SMILES ... C=C/C(=C/C)CC.O
ΔE to the lowest compared entry with this formula, charge and spin ... 66.8 kcal/mol
Calculated total energy ... -350.25303 Eh
HOMO energy ... -8.6486 eV

The geometry in ORCA input format:
```
! wB97M-V def2-TZVPD RIJCOSX def2/J DEFGRID3
* xyz 0 1
C -1.41 1.92 0.32
C -1.32 0.38 0.13
C 0.20 0.30 -0.14
C 1.25 -0.10 0.63
C 1.00 -0.38 2.07
C 0.20 -0.28 -2.55
C 0.53 0.56 -1.55
H -0.74 2.24 1.09
H -2.45 2.06 0.79
H -1.11 2.35 -0.56
H -2.04 0.16 -0.58
H -1.50 -0.28 1.03
H 2.30 -0.10 0.24
H 1.84 -0.79 2.59
H 0.10 -1.05 2.15
H 0.71 0.59 2.50
H 0.51 -0.22 -3.62
H -0.47 -1.07 -2.41
H 1.43 1.09 -1.70
H 0.02 -2.29 0.54
H 0.74 -2.24 -0.77
O 0.21 -2.85 -0.20
*
```

Calculated atomic charges, method natural (NBO), unit e: atom 1 (C): -0.59, atom 2 (C): -0.43, atom 3 (C): -0.02, atom 4 (C): -0.22, atom 5 (C): -0.65, atom 6 (C): -0.37, atom 7 (C): -0.23, atom 8 (H): 0.20, atom 9 (H): 0.21, atom 10 (H): 0.21, atom 11 (H): 0.22, atom 12 (H): 0.20, atom 13 (H): 0.22, atom 14 (H): 0.23, atom 15 (H): 0.20, atom 16 (H): 0.22, atom 17 (H): 0.20, atom 18 (H): 0.19, atom 19 (H): 0.20, atom 20 (H): 0.46, atom 21 (H): 0.48, atom 22 (O): -0.93

---

No. 8
Computed, not measured: one molecule with the formula C2H3NO2, with the ωB97M-V functional and the def2-TZVPD basis.

LUMO level ... 0.825 eV
SMILES ... [H]/N=C/OC=O
ΔE to the lowest compared entry with this formula, charge and spin ... 64.3 kcal/mol
Calculated total energy ... -283.15551 Eh
HOMO energy ... -10.2267 eV

The geometry in ORCA input format:
```
! wB97M-V def2-TZVPD RIJCOSX def2/J DEFGRID3
* xyz 0 1
N -1.77 -0.87 0.54
C -0.80 -0.17 0.14
O 0.43 -0.77 0.09
C 1.49 -0.04 -0.29
O 1.44 1.15 -0.56
H -2.62 -0.32 0.52
H -0.75 0.85 -0.19
H 2.58 0.17 -0.26
*
```

Calculated atomic charges, method natural (NBO), unit e: atom 1 (N): -0.61, atom 2 (C): 0.37, atom 3 (O): -0.49, atom 4 (C): 0.53, atom 5 (O): -0.61, atom 6 (H): 0.35, atom 7 (H): 0.18, atom 8 (H): 0.28

---

Q: Among the records above, which one has the lowest calculated total energy?
A: C25H48Cl3CoN4O3SSi

---

Q: Which value of calculated total energy does entry 4 give?
A: -769.40902 Eh

---

Q: The lowest calculated total energy belongs to which entry?
A: C25H48Cl3CoN4O3SSi